Arrangement w

DFT (the ωB97M-V functional and the def2-TZVPD basis) results for C4H6P2 as an isolated structure.

Structure (ORCA input):
```
! wB97M-V def2-TZVPD RIJCOSX def2/J DEFGRID3
* xyz 0 1
C 0.840 0.792 0.024
C 0.744 -0.635 0.087
C -0.179 1.802 0.088
C -1.049 -1.825 -0.071
P 2.544 0.992 -0.187
P 2.238 -1.419 0.073
H 0.150 2.671 -0.663
H -0.247 2.099 1.209
H -1.138 1.542 -0.268
H -0.681 -2.767 0.050
H -1.431 -1.775 -1.082
H -1.791 -1.476 0.740
*
```

Its gap between HOMO and LUMO (alpha / beta) is 6.89 / 6.85 eV. The calculation puts the LUMO energy (alpha / beta) at -0.03493 / -0.03820 hartree. The HOMO energy (alpha / beta) comes out at -7.842 / -7.886 eV.

Mulliken atomic charge list, values in e, 6 entries: 0.428, -0.122, -0.915, -0.913, -0.115, -0.156

Arrangement x

DFT (the ωB97M-V functional and the def2-TZVPD basis) results for a 2-piece molecular cluster, C4H6P2 overall.

Structure (ORCA input):
```
! wB97M-V def2-TZVPD RIJCOSX def2/J DEFGRID3
* xyz 0 1
C 1.656 -0.128 -0.186
C 0.272 -0.131 0.010
C 2.703 0.904 -0.061
C -3.212 -0.774 0.223
P 1.143 -1.649 -0.730
P -1.041 0.742 0.500
H 3.633 0.681 -0.460
H 2.917 1.274 0.917
H 2.211 1.800 -0.474
H -2.735 -1.703 -0.298
H -3.851 -0.781 1.091
H -3.696 -0.235 -0.532
*
```

Its gap between HOMO and LUMO (alpha / beta) is 7.13 / 7.13 eV. The calculation puts the LUMO energy (alpha / beta) at -0.02281 / -0.02278 hartree. The HOMO energy (alpha / beta) comes out at -7.755 / -7.755 eV.

Mulliken atomic charge list, values in e, 6 entries: 0.521, -0.207, -0.942, -0.944, -0.076, -0.106

Arrangement y

DFT (the ωB97M-V functional and the def2-TZVPD basis) results for one molecule with the formula C4H6P2.

Structure (ORCA input):
```
! wB97M-V def2-TZVPD RIJCOSX def2/J DEFGRID3
* xyz 0 1
C 0.034 0.986 -0.066
C -1.227 1.455 -0.121
C 0.396 -0.322 -0.152
C 1.684 -1.062 0.176
P -2.787 0.706 0.061
P -3.125 -1.354 -0.011
H 0.755 1.761 -0.086
H -1.347 2.537 -0.228
H 2.549 -0.418 -0.017
H 1.932 -2.002 -0.410
H 1.563 -1.330 1.181
H -0.426 -0.956 -0.329
*
```

Its gap between HOMO and LUMO (alpha / beta) is 6.63 / 6.05 eV. Its SMILES is C/C=C/C=P#P. The calculation puts the LUMO energy (alpha / beta) at -0.04468 / -0.06647 hartree. The HOMO energy (alpha / beta) comes out at -7.846 / -7.856 eV.

Mulliken atomic charge list, values in e, 6 entries: 0.152, -0.418, -0.206, -1.043, -0.063, -0.045

Energies relative to the minimum, kJ/mol: arrangement w 146.5; arrangement x 119.9; arrangement y 0.0

Arrangement w

DFT (the ωB97M-V functional and the def2-TZVPD basis) results for C4H6P2 as an isolated structure.

Structure (ORCA input):
```
! wB97M-V def2-TZVPD RIJCOSX def2/J DEFGRID3
* xyz 0 1
C 0.146 0.372 -1.480
C -0.012 -0.046 -0.169
C 1.222 1.111 -2.204
C -0.780 -0.917 3.103
P -1.313 -0.534 -1.413
P 0.503 0.317 1.398
H 2.184 0.714 -1.961
H 1.341 2.139 -1.721
H 1.001 1.185 -3.192
H -1.368 -0.148 3.519
H -1.152 -1.684 2.589
H 0.023 -1.364 3.668
*
```

Its gap between HOMO and LUMO is 6.94 eV. The calculation puts the LUMO energy at -0.02429 hartree. The HOMO energy comes out at -7.605 eV.

Mulliken atomic charge list, values in e, 6 entries: 0.410, -0.161, -0.957, -1.075, -0.059, -0.077

Arrangement x

DFT (the ωB97M-V functional and the def2-TZVPD basis) results for C4H6P2 as an isolated structure.

Structure (ORCA input):
```
! wB97M-V def2-TZVPD RIJCOSX def2/J DEFGRID3
* xyz 0 1
C 0.891 0.137 0.243
C -0.067 1.159 -0.426
C 0.264 -0.912 -0.462
C -0.440 -0.086 -1.416
P -1.864 0.974 0.139
P -1.522 -1.169 0.080
H 1.886 0.396 -0.119
H 0.786 0.155 1.332
H 0.044 2.229 -0.812
H 0.877 -1.853 -0.804
H -1.619 0.665 1.453
H -1.855 -1.712 -1.082
*
```

Its gap between HOMO and LUMO is 8.36 eV. The calculation puts the LUMO energy at 0.01363 hartree. The HOMO energy comes out at -7.992 eV.

Mulliken atomic charge list, values in e, 6 entries: -0.777, -0.108, 0.337, -0.790, -0.001, -0.088

Energies relative to the minimum, kJ/mol: arrangement w 0.0; arrangement x 102.4

Arrangement w

DFT (the ωB97M-V functional and the def2-TZVPD basis) results for a 2-piece molecular cluster, C7H13N overall.

Structure (ORCA input):
```
! wB97M-V def2-TZVPD RIJCOSX def2/J DEFGRID3
* xyz 0 1
C 1.464 0.595 1.065
C 1.583 -1.762 0.236
C 1.357 -0.299 0.047
C 0.630 0.106 -1.163
H 2.354 -2.117 -0.453
H 0.671 -2.318 -0.016
H 1.891 -2.009 1.251
H 1.931 0.308 1.998
H 1.548 1.653 0.850
H -0.279 1.048 1.103
H 0.875 -0.501 -2.035
H 0.783 1.163 -1.391
C -1.317 1.339 0.578
C -0.957 -0.011 -0.935
C -1.589 -1.092 -0.395
N -1.318 2.503 0.033
H -2.208 2.990 0.120
H -2.160 0.942 1.161
H -1.427 0.401 -1.826
H -2.521 -1.455 -0.801
H -1.310 -1.482 0.572
*
```

Its gap between HOMO and LUMO is 8.65 eV. Its SMILES is C=CCC(=C)C.C=N. The calculation puts the LUMO energy at 0.01309 hartree. The HOMO energy comes out at -8.298 eV.

Mulliken atomic charge list, values in e, 6 entries: -1.456, -1.365, 0.992, -0.801, 0.337, 0.301

Arrangement x

DFT (the ωB97M-V functional and the def2-TZVPD basis) results for one molecule with the formula C7H13N.

Structure (ORCA input):
```
! wB97M-V def2-TZVPD RIJCOSX def2/J DEFGRID3
* xyz 0 1
C 1.343 -1.013 -2.051
C -0.128 -0.730 -1.557
C -0.268 0.506 -0.738
C 0.000 0.500 0.561
C 0.138 1.622 1.932
C -1.092 1.079 1.524
C -1.780 -0.065 2.230
N 2.393 -0.781 -1.084
H 1.334 -2.058 -2.332
H 1.410 -0.439 -2.982
H -0.369 -1.597 -0.949
H -0.742 -0.726 -2.454
H -0.720 1.391 -1.182
H 0.486 -0.401 0.923
H 0.334 2.684 1.746
H -1.839 1.709 1.019
H -2.275 -0.742 1.536
H -1.078 -0.644 2.829
H -2.523 0.331 2.927
H 2.098 -0.096 -0.406
H 3.277 -0.528 -1.492
*
```

Its gap between HOMO and LUMO is 7.43 eV. The calculation puts the LUMO energy at 0.00007 hartree. The HOMO energy comes out at -7.432 eV.

Mulliken atomic charge list, values in e, 6 entries: -0.506, -0.651, -0.070, -0.667, -0.721, 0.319

Arrangement y

DFT (the ωB97M-V functional and the def2-TZVPD basis) results for one molecule with the formula C7H13N.

Structure (ORCA input):
```
! wB97M-V def2-TZVPD RIJCOSX def2/J DEFGRID3
* xyz 0 1
C 1.115 1.044 -1.283
C 0.186 -1.905 1.089
C -2.268 0.356 -0.852
C 0.965 0.419 0.091
C -0.155 -0.626 0.377
N 2.228 0.122 0.772
C -0.145 0.757 1.020
C -1.543 -0.221 0.317
H 2.863 -0.373 0.153
H 2.685 0.981 1.060
H -0.600 1.731 0.869
H -2.209 -0.699 1.033
H 2.162 1.081 -1.597
H 0.598 0.504 -2.082
H 0.748 2.071 -1.319
H -0.711 -2.440 1.416
H 0.731 -2.576 0.417
H 0.802 -1.715 1.967
H -2.957 1.145 -0.533
H -1.609 0.769 -1.612
H -2.885 -0.428 -1.306
*
```

Its gap between HOMO and LUMO is 8.08 eV. Its SMILES is C[C@@H]1[C@H]2[C@]1(C)[C@]2(C)N. The calculation puts the LUMO energy at 0.03699 hartree. The HOMO energy comes out at -7.073 eV.

Mulliken atomic charge list, values in e, 6 entries: -1.551, -1.686, -1.235, 1.294, 1.001, -0.633

Arrangement z

DFT (the ωB97M-V functional and the def2-TZVPD basis) results for one molecule with the formula C7H13N.

Structure (ORCA input):
```
! wB97M-V def2-TZVPD RIJCOSX def2/J DEFGRID3
* xyz 0 1
C 0.961 -0.202 -1.564
C -0.238 0.358 -0.785
C -1.313 -0.631 -0.418
C -0.719 -1.337 0.903
C -0.029 -0.451 1.832
C 0.917 0.646 1.282
C -0.195 1.887 -1.032
H 1.342 -1.229 -1.214
H 1.797 0.413 -1.668
H 0.665 -0.558 -2.525
H -2.455 -0.191 -0.446
H -1.425 -1.443 -1.152
H 0.013 -1.946 0.235
H -1.453 -1.926 1.374
H 0.197 -1.117 2.689
H -0.833 0.186 2.200
H 1.326 1.409 1.935
H 1.871 0.217 0.747
H 0.720 2.355 -1.620
H -1.151 2.316 -1.048
N 0.002 1.243 0.275
*
```

Its gap between HOMO and LUMO is 9.48 eV. Its SMILES is C[C@@]12CCCCN1C2. The calculation puts the LUMO energy at 0.03943 hartree. The HOMO energy comes out at -8.405 eV.

Mulliken atomic charge list, values in e, 6 entries: -1.877, 0.670, -0.851, -0.733, -0.502, -0.565

Energies relative to the minimum, kJ/mol: arrangement w 64.3; arrangement x 115.9; arrangement y 88.3; arrangement z 0.0

Arrangement w

DFT (the ωB97M-V functional and the def2-TZVPD basis) results for one molecule with the formula C7H13N.

Structure (ORCA input):
```
! wB97M-V def2-TZVPD RIJCOSX def2/J DEFGRID3
* xyz 0 1
C 1.315 0.566 -1.126
C 0.049 0.458 -0.363
C -0.600 1.779 -0.122
C -0.499 -0.733 0.058
C -1.841 -0.873 0.727
C 0.162 -2.027 -0.160
C 1.440 -2.350 0.094
H 1.245 1.361 -1.892
H 1.635 -0.341 -1.632
H 2.072 0.864 -0.388
H -0.846 2.252 -1.081
H -1.563 1.632 0.388
H -0.070 3.514 0.780
H 0.392 2.149 1.555
H -2.445 -1.652 0.212
H -1.739 -1.285 1.739
H -2.487 -0.016 0.790
H -0.475 -2.799 -0.577
H 2.184 -1.709 0.536
H 1.726 -3.374 -0.171
N 0.347 2.583 0.633
*
```

Its gap between HOMO and LUMO is 9.39 eV. Its SMILES is C=C/C(C)=C(\C)CN. The calculation puts the LUMO energy at 0.03701 hartree. The HOMO energy comes out at -8.379 eV.

Mulliken atomic charge list, values in e, 6 entries: -1.530, 0.530, -0.781, 1.192, -1.505, -0.441

Arrangement x

DFT (the ωB97M-V functional and the def2-TZVPD basis) results for a 3-piece molecular cluster, C7H13N overall.

Structure (ORCA input):
```
! wB97M-V def2-TZVPD RIJCOSX def2/J DEFGRID3
* xyz 0 1
C -0.003 0.672 -0.123
C 0.089 -1.724 0.274
C -0.340 1.155 1.256
N 0.306 -0.542 -0.545
C 2.226 0.115 0.102
C -1.871 0.067 -1.079
C 2.980 0.640 -0.843
C -2.945 -0.339 -0.433
H 0.193 1.459 -0.847
H 2.597 -0.267 1.051
H -1.839 0.331 -2.132
H 0.969 -2.357 0.164
H -0.085 -1.545 1.338
H -0.762 -2.256 -0.149
H -1.256 1.745 1.200
H 0.464 1.803 1.609
H -0.495 0.354 1.974
H 2.552 0.990 -1.779
H 4.062 0.738 -0.752
H -3.926 -0.419 -0.905
H -2.918 -0.622 0.618
*
```

Its gap between HOMO and LUMO (alpha / beta) is 7.71 / 7.55 eV. The calculation puts the LUMO energy (alpha / beta) at 0.02456 / 0.02187 hartree. The HOMO energy (alpha / beta) comes out at -7.044 / -6.957 eV.

Mulliken atomic charge list, values in e, 6 entries: 0.267, -0.946, -1.345, -0.217, -0.442, -0.519

Energies relative to the minimum, kJ/mol: arrangement w 0.0; arrangement x 627.1

Arrangement w

DFT (the ωB97M-V functional and the def2-TZVPD basis) results for C7H13N as an isolated structure.

Structure (ORCA input):
```
! wB97M-V def2-TZVPD RIJCOSX def2/J DEFGRID3
* xyz 0 1
C -1.599 -0.149 -0.013
C -0.188 -0.559 -0.137
C 0.214 -0.157 -1.544
C 0.405 1.445 -1.491
C 0.751 0.483 0.619
C 0.583 -0.350 1.942
C 0.294 -1.565 0.848
H -2.326 -0.727 -0.987
H -1.763 0.976 -0.134
H -2.051 -0.811 0.968
H -0.470 -0.619 -2.369
H 1.136 -0.588 -1.660
H 1.186 1.930 -2.067
H -0.516 1.676 -1.935
H -0.298 2.180 0.502
H 1.730 0.229 0.337
H -0.104 -0.198 2.750
H 1.482 -0.499 2.565
H 1.265 -1.934 0.580
H -0.197 -2.523 1.159
N 0.466 1.760 0.070
*
```

Its gap between HOMO and LUMO is 9.42 eV. The calculation puts the LUMO energy at 0.03949 hartree. The HOMO energy comes out at -8.346 eV.

Mulliken atomic charge list, values in e, 6 entries: -1.158, 1.268, -1.141, -0.611, -0.168, -0.884

Arrangement x

DFT (the ωB97M-V functional and the def2-TZVPD basis) results for C7H13N as an isolated structure.

Structure (ORCA input):
```
! wB97M-V def2-TZVPD RIJCOSX def2/J DEFGRID3
* xyz 0 1
C -1.819 -0.271 -0.171
C -0.351 -0.219 -0.593
C 0.470 -1.415 0.188
C -0.075 -2.456 0.848
N -0.019 -0.194 -1.897
H 0.102 -1.146 -2.242
H 1.484 -1.511 -0.197
H -1.958 -0.282 0.911
H -2.327 0.595 -0.592
H -2.262 -1.174 -0.589
H -1.101 -2.453 1.193
H 0.504 -3.347 1.062
C 1.702 1.495 -0.467
C 0.378 1.098 0.147
C -0.288 1.960 0.949
H 0.570 -0.121 0.763
H 2.351 0.633 -0.622
H 1.535 1.936 -1.448
H 2.218 2.212 0.174
H -1.257 1.739 1.372
H 0.143 2.920 1.210
*
```

Its gap between HOMO and LUMO (alpha / beta) is 7.54 / 6.67 eV. The calculation puts the LUMO energy (alpha / beta) at -0.01519 / -0.01786 hartree. The HOMO energy (alpha / beta) comes out at -7.950 / -7.160 eV.

Mulliken atomic charge list, values in e, 6 entries: -1.944, 1.777, -0.736, -0.764, -0.849, 0.239

Energies relative to the minimum, kJ/mol: arrangement w 0.0; arrangement x 151.0